DFT (ωB97M-V/def2-TZVPD) results for C3H5NO2 in the gas phase at a distorted geometry.

```
11
Properties=species:S:1:pos:R:3:forces:R:3
N 0.403 -1.810 -0.487 -1.3 -1.8 -2.0
C 0.162 -0.984 0.495 1.6 5.7 0.8
O 1.081 -0.606 1.192 3.3 -1.8 3.0
C -0.469 0.512 0.610 -3.0 -2.5 -1.5
C -0.161 1.656 -0.255 0.5 -0.8 -0.3
O -1.264 0.776 -0.520 -1.0 1.3 -0.3
H -0.332 -2.196 -1.019 -1.0 -0.1 -0.6
H 1.279 -2.247 -0.694 0.6 0.2 0.7
H -0.918 0.646 1.587 0.1 0.0 -0.1
H -0.450 2.668 0.045 0.2 -0.3 0.1
H 0.670 1.584 -0.953 -0.1 0.0 0.0
```
Forces are in eV/Å.

Computed properties:
E = -322.4278 a.u.
SMILES = NC(=O)[C@H]1CO1
2S+1 = 1
LUMO level = 0.76 eV
HOMO = -8.79 eV
Energy above the lowest of the compared OMol25 structures with the same formula, charge and spin = 3.988 eV
Total charge = 0